[1]
{"formula": "C3H9N4", "method": "ωB97M-V/def2-TZVPD", "species": ["C", "C", "C", "N", "N", "N", "N", "H", "H", "H", "H", "H", "H", "H", "H", "H"], "coordinates": [[0.470, -0.880, -1.844], [0.071, -2.090, -1.298], [-1.221, 0.047, 1.160], [0.223, 0.042, -0.939], [-0.461, -1.821, -0.121], [0.992, 1.756, 0.654], [-0.354, -0.562, 0.095], [0.919, -0.612, -2.803], [0.045, -3.172, -1.553], [0.273, 2.458, 0.903], [1.873, 2.243, 0.793], [-2.046, -0.615, 1.116], [-0.574, 0.160, 2.141], [-1.617, 0.915, 0.893], [0.411, 1.089, -0.582], [0.997, 1.043, 1.387]], "forces_ev_per_a": [[1.1, 0.1, -1.5], [-0.5, -1.4, 0.3], [3.9, -3.2, 1.9], [-1.3, 1.1, 0.6], [-0.5, -1.1, 0.9], [-0.4, 1.5, 1.0], [-0.7, 0.0, 0.2], [-0.1, -0.2, 0.5], [0.4, 1.3, -0.5], [0.5, -0.5, 0.2], [0.1, 0.0, -0.5], [-0.6, -0.9, 1.1], [-1.9, -0.7, -1.8], [-1.1, 4.1, -1.5], [1.2, -0.7, -0.7], [0.0, 0.3, -0.2]], "lowdin_charge": [-0.013, -0.054, 0.060, 0.081, 0.115, 0.059, -0.193, 0.145, 0.145, 0.095, 0.090, 0.095, 0.147, 0.039, 0.132, 0.056], "homo_ev": -15.0, "homo_lumo_gap_ev": 11.50, "e_lumo_ev": -3.499, "de_lowest_ev": 2.8463, "max_force_ev_per_a": 5.37, "energy_ev": -9208.775, "charge": 1}

[2]
{"formula": "C3H9N4", "method": "ωB97M-V/def2-TZVPD", "species": ["C", "C", "N", "N", "C", "N", "N", "H", "H", "H", "H", "H", "H", "H", "H", "H"], "coordinates": [[-0.548, 1.390, -1.497], [-0.480, 0.827, -0.113], [-1.693, 0.830, 0.613], [-2.046, -0.211, 1.120], [-1.192, -1.311, 0.673], [0.042, -0.587, 0.068], [1.208, -0.593, 0.960], [-1.081, 0.821, -2.170], [0.482, 1.671, -1.857], [-0.736, 2.434, -1.443], [0.092, 1.538, 0.357], [-0.950, -2.094, 1.420], [-1.899, -1.747, -0.066], [1.690, -1.534, 0.894], [0.840, -0.367, 1.858], [1.859, 0.289, 0.688]], "forces_ev_per_a": [[3.0, 1.0, 0.5], [0.1, -2.1, -0.8], [-1.7, 2.0, 0.5], [-0.2, -0.7, 0.7], [0.9, 0.3, -0.4], [-0.8, -0.7, -1.1], [0.7, 1.6, -1.8], [-1.2, -0.8, -1.6], [-0.3, -1.6, 0.1], [-1.9, 0.8, 0.3], [1.9, 1.4, 1.8], [0.0, 0.7, -0.3], [1.3, -0.2, -0.2], [-0.4, 1.5, 0.2], [0.3, -0.2, 1.7], [-1.5, -2.9, 0.5]], "lowdin_charge": [-0.005, -0.389, 0.057, 0.050, -0.107, -0.061, 0.199, 0.067, 0.114, 0.087, 0.113, 0.130, 0.141, 0.208, 0.144, 0.251], "homo_ev": -13.8, "homo_lumo_gap_ev": 9.59, "e_lumo_ev": -4.211, "de_lowest_ev": 5.0404, "max_force_ev_per_a": 3.29, "energy_ev": -9206.581, "charge": 1, "smiles": "C[C@H]1N=NCN1[NH3+]"}

[3]
{"formula": "C3H9N4O2", "method": "ωB97M-V/def2-TZVPD", "species": ["C", "C", "C", "N", "N", "N", "N", "O", "O", "H", "H", "H", "H", "H", "H", "H", "H", "H"], "coordinates": [[0.486, -2.034, -0.572], [0.050, 0.755, 0.948], [0.555, -0.742, -1.302], [-0.284, 1.975, 1.480], [0.975, 0.178, 1.688], [-0.481, 0.438, -0.219], [-1.309, 1.296, -0.825], [-0.030, -2.986, -1.371], [0.770, -2.236, 0.610], [-0.057, -0.675, -2.122], [1.489, -0.333, -1.202], [0.080, 2.443, 2.282], [-1.227, 2.360, 1.268], [1.161, 0.213, 2.640], [1.211, -0.709, 1.314], [-2.212, 0.866, -0.914], [-0.229, -2.837, -2.324], [-0.946, 2.026, -1.380]], "forces_ev_per_a": [[-0.8, -1.3, 0.6], [0.3, 4.4, 3.5], [-2.6, 1.5, 5.1], [-3.1, 0.7, -1.4], [0.3, -1.9, -3.4], [3.0, -3.5, -1.7], [-1.0, -1.0, 1.0], [0.1, -0.9, 0.6], [-0.5, 0.1, -3.1], [-0.8, 0.3, -2.2], [2.2, 1.3, -0.6], [0.8, -0.7, 0.5], [1.3, -0.5, -0.2], [-0.3, 1.1, 1.9], [0.7, -1.3, -0.1], [-0.2, 0.7, -0.7], [0.4, 0.5, 1.1], [0.2, 0.6, -0.8]], "lowdin_charge": [-0.473, -0.394, 0.186, 0.166, 0.234, -0.037, 0.072, 0.140, 0.104, 0.085, 0.097, 0.116, 0.130, 0.125, 0.054, 0.127, 0.154, 0.115], "homo_ev": -14.2, "homo_lumo_gap_ev": 9.96, "e_lumo_ev": -4.290, "de_lowest_ev": 0.7082, "max_force_ev_per_a": 5.87, "energy_ev": -13303.794, "charge": 1}